# 1
CH4OS | ωB97M-V with the def2-TZVPD basis set

- Kohn-Sham gap (spin up / spin down) (eV) = 8.03 / 6.98
- energy above the lowest of the compared OMol25 structures with the same formula, charge and spin (eV) = 2.398
- E (hartree) = -513.806632

```
7
Properties=species:S:1:pos:R:3:nbo_charge:R:1
C 0.690 -0.166 -0.312 0.15
O 1.409 0.396 0.635 -0.66
S -2.054 0.207 0.440 -0.51
H 0.183 0.303 -1.171 0.21
H 0.803 -1.249 -0.366 0.19
H 1.346 1.332 0.988 0.53
H -2.377 -0.824 -0.213 0.09
```

# 2
CH4OS2 | ωB97M-V with the def2-TZVPD basis set

- Kohn-Sham gap (spin up / spin down) (eV) = 7.11 / 7.13
- energy above the lowest of the compared OMol25 structures with the same formula, charge and spin (eV) = 2.896
- E (hartree) = -911.985116

```
8
Properties=species:S:1:pos:R:3:nbo_charge:R:1
C 2.090 1.098 1.487 -0.79
O 1.807 -2.906 2.052 -0.79
S 0.927 0.603 0.214 0.06
S 0.480 -2.611 1.144 0.34
H 1.602 1.857 2.065 0.23
H 2.886 1.529 0.859 0.23
H 2.395 0.053 1.885 0.23
H 2.483 -2.269 1.789 0.49
```

# 3
CH4OTl | ωB97M-V with the def2-TZVPD basis set

- Kohn-Sham gap (eV) = 4.31
- energy above the lowest of the compared OMol25 structures with the same formula, charge and spin (eV) = 0.802
- E (hartree) = -286.544571
- charge = +3

```
7
Properties=species:S:1:pos:R:3:nbo_charge:R:1
Tl 7.417 24.472 -27.400 1.45
C 4.797 22.808 -29.986 -0.26
O 5.137 23.981 -29.415 -0.17
H 3.664 22.745 -30.266 0.56
H 5.348 22.725 -30.996 0.49
H 5.045 21.911 -29.401 0.32
H 4.975 24.703 -30.113 0.61
```

# 4
CH4OYb | ωB97M-V with the def2-TZVPD basis set

- Kohn-Sham gap (spin up / spin down) (eV) = 5.44 / 8.42
- energy above the lowest of the compared OMol25 structures with the same formula, charge and spin (eV) = 2.702
- 2S+1 = 2
- E (hartree) = -1273.985041
- expectation value of S² = 0.75
- charge = +1

```
7
Properties=species:S:1:pos:R:3:nbo_charge:R:1
Yb 2.529 0.036 0.525 1.19
O 0.418 -0.962 0.138 -0.98
H 0.087 -1.831 0.366 0.53
C -0.516 0.439 -0.169 -0.49
H -0.711 1.499 -0.357 0.27
H -0.681 0.272 -1.251 0.24
H -1.125 0.548 0.749 0.24
```

# 5
CH4S2 | ωB97M-V with the def2-TZVPD basis set

- Kohn-Sham gap (eV) = 8.02
- energy above the lowest of the compared OMol25 structures with the same formula, charge and spin (eV) = 3.932
- E (hartree) = -836.721663

```
7
Properties=species:S:1:pos:R:3:nbo_charge:R:1
C 0.730 0.461 -0.229 -0.51
H 1.097 1.171 -1.100 0.21
H 0.007 1.008 0.523 0.21
H -0.443 -1.261 -0.067 0.12
H -1.416 0.169 1.258 0.16
S 1.578 -0.880 -0.126 0.01
S -1.552 -0.668 -0.260 -0.20
```

# 6
CH4S2 | ωB97M-V with the def2-TZVPD basis set

- Kohn-Sham gap (eV) = 9.20
- energy above the lowest of the compared OMol25 structures with the same formula, charge and spin (eV) = 1.703
- E (hartree) = -836.803578
- SMILES = SCS

```
7
Properties=species:S:1:pos:R:3:nbo_charge:R:1
S 1.622 0.229 0.657 0.04
C 0.044 0.484 0.008 -0.68
S -1.523 -0.386 0.601 -0.07
H 1.756 -1.073 0.458 0.12
H -0.290 1.522 0.247 0.24
H -0.026 0.296 -1.017 0.21
H -1.583 -1.073 -0.953 0.14
```